(w)
ORCA calculation (wB97M-V/def2-TZVPD) on a cluster of 10 separate species, H19O10 in total.

```
29
Properties=species:S:1:pos:R:3
O 0.0965 2.8217 1.2338
H -0.1312 1.8840 1.4726
H 1.0236 2.8320 1.4973
O 2.4625 -3.6962 0.8641
H 1.8730 -4.0594 0.1940
H 2.0588 -2.8232 0.9639
O 1.3490 1.9859 -1.2368
H 1.8931 1.6567 -0.5038
H 0.5089 1.9408 -0.7464
O -0.2325 0.2077 1.5455
H -0.9086 -0.9346 1.2118
H -0.5638 0.2287 2.4508
O -1.7307 -1.6887 1.2849
H -1.2423 0.4550 0.1521
H -2.2465 -1.5961 2.0885
O 0.2602 -2.4620 -0.2968
H -0.5652 -2.4864 0.2500
H 0.1655 -1.6604 -0.8296
O 2.3396 -0.1765 1.0186
H 1.4142 -0.1877 1.3956
H 2.1814 -0.4897 0.1157
O -1.6441 0.4902 -0.7578
H -2.1275 -0.3492 -0.6788
H -2.7097 1.9633 -1.3221
O -2.8442 2.6797 -1.9710
H -1.9473 2.9867 -2.1333
O 0.4610 -0.1478 -2.6185
H -0.3044 0.0587 -2.0673
H 1.1107 0.5671 -2.5769
```

Computed properties:
Multiplicity: 1
Total charge: -1
Orbital gap in eV: 10.1056
E_LUMO in eV: 3.02

***

(x)
ORCA calculation (wB97M-V/def2-TZVPD) on a cluster of 10 separate species, H19O10 in total.

```
29
Properties=species:S:1:pos:R:3
O 3.0242 0.1756 2.5533
H 3.8874 -0.1792 2.3348
H -3.1336 -0.8908 0.9163
O 2.8026 1.4880 -0.4557
H 2.7250 0.6881 0.0883
H 1.9028 -0.9023 1.1811
O 0.3383 1.2849 -1.9847
H 3.0041 1.3118 -1.3685
H 0.1076 1.1200 -1.0618
O 0.3671 2.5391 1.3751
H 1.4946 -0.9894 -0.8649
H 2.9776 1.1197 2.6966
O 0.8426 -1.1063 -1.5690
H -1.9369 0.1533 0.5519
H -0.3649 2.0414 0.8281
O -3.3508 -2.4500 -0.0428
H -3.4998 -2.3899 -0.9866
H -2.4693 -2.2307 0.2506
O -3.8598 -0.1419 -2.0268
H -3.9662 0.8053 -2.0815
H -3.7430 -0.2705 -1.0673
O -0.4456 0.2928 0.4270
H -0.4797 0.1817 1.3750
H 0.0541 -0.8875 -1.0261
O -2.9315 0.0314 0.7335
H 0.5962 0.6148 -2.5951
O 2.5633 -1.5026 0.7719
H 1.1261 1.9149 1.1495
H 2.3675 -1.8217 -0.1022
```

Computed properties:
Multiplicity: 1
Total charge: -1
Orbital gap in eV: 8.8523
E_LUMO in eV: 3.02

***

In order of decreasing stability: (w), (x).

***

(w)
ORCA calculation (wB97M-V/def2-TZVPD) on a cluster of 15 separate species, H30O15 in total.

```
45
Properties=species:S:1:pos:R:3
O 2.9971 -0.2810 0.1523
H 2.5130 0.1695 0.8014
H 3.7055 0.2816 -0.0836
O -1.5259 3.9995 -0.0541
H -1.5281 4.8587 0.2800
H -1.3991 3.3083 0.6576
O -0.7591 -2.7012 2.7204
H -1.2647 -3.0090 2.0036
H 0.0261 -2.2642 2.3861
O 2.0904 -1.4626 2.5603
H 2.4511 -2.2392 2.9212
H 2.2014 -1.3831 1.6527
O -1.1560 2.6655 3.1146
H -1.9493 2.2491 3.1610
H -0.5930 1.9201 3.0977
O -2.3456 -2.4049 -2.1199
H -2.1605 -2.0166 -3.0064
H -2.6358 -3.3018 -2.3696
O -0.1217 2.6164 -3.6199
H -0.0433 2.1706 -4.5451
H 0.7713 2.4005 -3.3965
O -2.5893 3.0272 -2.4095
H -2.5978 3.2033 -1.5235
H -1.7347 3.0839 -2.7254
O 2.5502 -3.0819 -0.6841
H 2.4126 -2.6938 0.3024
H 2.4829 -3.9872 -0.6557
O 0.7303 0.7389 1.0425
H -0.2762 0.9635 0.9785
H 1.1673 1.4955 0.8450
O -1.8398 0.2384 0.5154
H -1.9842 1.1654 0.8931
H -1.5266 0.5246 -0.3341
O 3.4227 1.3350 -1.9379
H 4.0506 1.4357 -2.5735
H 2.8665 0.5915 -2.3622
O 3.9989 -1.5365 -2.3762
H 3.6196 -0.8211 -1.6333
H 4.0607 -2.0284 -1.6287
O -3.5699 0.8730 2.6200
H -4.1393 1.1580 1.8269
H -2.9538 0.3043 2.4393
O -2.0924 -3.9588 0.7525
H -2.0314 -3.3258 0.0971
H -1.8290 -4.7494 0.2825
```

Computed properties:
Multiplicity: 1
Orbital gap in eV: 10.2214
E_LUMO in eV: -0.19

***

(x)
ORCA calculation (wB97M-V/def2-TZVPD) on a cluster of 15 separate species, H30O15 in total.

```
45
Properties=species:S:1:pos:R:3
O -0.7078 -3.3901 0.4861
H 0.0642 -3.5468 -0.0659
H -0.5044 -2.8446 1.2191
O 1.4971 -2.8285 2.0742
H 1.7081 -3.4840 1.4373
H 1.8675 -1.9999 1.8521
O 2.6216 0.5432 0.2377
H 1.6899 0.3429 0.1993
H 2.6393 1.4483 0.4763
O -1.6687 -2.3598 -1.8556
H -2.3075 -1.6908 -1.8360
H -1.4155 -2.6101 -0.9444
O -2.9352 2.1245 -0.8101
H -2.3428 2.8325 -1.0700
H -2.6854 1.9172 0.1106
O 0.0520 -0.2118 -0.0089
H -0.0534 0.7910 -0.0500
H -0.3196 -0.5352 0.7921
O 1.0152 1.6954 2.5134
H 0.6969 2.0715 1.6884
H 0.8052 2.2541 3.2374
O -0.0496 2.5103 0.2697
H -0.0430 2.6983 -0.6395
H -0.5610 3.1678 0.7734
O -1.6301 0.5580 -2.6841
H -0.7905 0.4808 -2.2449
H -2.1828 0.7829 -1.8986
O 0.7843 2.2877 -2.3306
H 1.5645 2.7381 -2.5451
H 0.9458 1.3960 -2.6323
O 1.3800 -0.4008 -2.7120
H 1.2890 -1.2865 -2.3286
H 2.2874 -0.1606 -2.4305
O -0.9666 -0.9459 2.2879
H -1.0307 -0.2119 2.8527
H -1.0509 -1.6959 2.9182
O -3.5756 -2.0899 2.0912
H -2.7899 -1.5745 1.9219
H -4.2226 -1.4923 1.8343
O 1.1921 -2.6465 -1.5207
H 0.5650 -2.1022 -1.0211
H 1.9640 -2.7542 -1.0262
O 2.3957 3.7260 0.7223
H 1.6710 3.1969 0.3876
H 3.1379 3.2993 0.2717
```

Computed properties:
Multiplicity: 1
Orbital gap in eV: 9.3632
E_LUMO in eV: -0.74

***

(y)
ORCA calculation (wB97M-V/def2-TZVPD) on a structure of composition H30O15.

```
45
Properties=species:S:1:pos:R:3
O 0.3102 0.1910 -0.5899
H -0.3621 -0.3439 -0.5633
H 0.6249 0.4945 0.2763
O -2.5879 -0.9506 -2.0191
H -2.1694 -1.6563 -1.4481
H -3.3503 -1.2574 -2.5576
O 1.1577 3.8487 1.5474
H 1.1747 2.9264 1.2948
H 0.3692 4.1164 2.1414
O 0.6604 -2.6216 1.2101
H 1.1937 -3.2052 1.6768
H 0.6510 -1.8326 1.6665
O 1.3760 0.6238 -3.4739
H 1.3557 0.0193 -2.6880
H 1.1943 1.3514 -3.0604
O 0.1361 2.6086 -1.9918
H -0.7570 2.7892 -2.2123
H 0.3196 2.2076 -1.1172
O -1.3792 1.4525 3.4595
H -1.0881 1.1497 2.5961
H -2.2101 1.0323 3.6399
O 1.6553 -1.2920 0.1134
H 1.0040 -1.8249 0.5933
H 0.8424 -1.1435 -0.5442
O 2.7884 0.1029 1.3139
H 2.4729 -0.6036 0.7042
H 3.5551 0.4900 0.6678
O -1.1491 -2.4052 -0.3561
H -0.3472 -2.7089 -0.5433
H -1.2246 -2.0128 0.6743
O -0.0132 -0.4407 2.7385
H -0.9822 -0.3519 2.9808
H 0.4848 -0.2766 3.5498
O 0.5551 -1.5227 -1.9569
H 0.2297 -2.3705 -1.6894
H -0.0393 -0.9847 -2.5149
O -1.2511 0.3208 -2.9864
H -2.2006 0.1210 -2.5610
H -1.0222 1.2008 -2.6608
O 0.8780 1.2095 0.9097
H 1.8312 0.9187 0.9005
H 0.4157 0.5323 1.3773
O -1.4216 0.2784 0.5685
H -1.5383 -0.6126 0.9623
H -2.1427 0.4324 -0.0286
```

Computed properties:
Multiplicity: 1
Orbital gap in eV: 6.8762
E_LUMO in eV: -1.07

***

(z)
ORCA calculation (wB97M-V/def2-TZVPD) on a cluster of 15 separate species, H30O15 in total.

```
45
Properties=species:S:1:pos:R:3
O 2.6128 -0.0063 1.4797
H 3.1668 0.1397 2.2047
H 2.7728 0.5707 0.7297
O 2.1198 -1.0633 -1.6213
H 2.6918 -0.9693 -2.3963
H 2.5668 -1.5963 -0.9723
O -1.6902 -2.2353 2.2867
H -0.7662 -2.2373 1.9767
H -2.2532 -2.3793 1.5287
O 2.9638 1.7707 -0.4693
H 3.7798 1.5537 -0.8553
H 2.3028 1.4847 -1.0473
O -0.3812 -0.9003 -3.0953
H -1.1612 -0.5193 -2.7293
H 0.1638 -0.9623 -2.2773
O -0.2582 -0.3553 0.1377
H -0.2752 0.4387 -0.3813
H 0.6838 -0.6373 0.0907
O -2.8472 0.3227 -2.0263
H -2.6522 1.2267 -2.3313
H -2.9872 0.5667 -1.1013
O 0.6168 2.5627 1.4027
H 0.3878 3.4717 1.5317
H 0.0658 2.0827 2.0067
O 1.0288 -1.6523 3.0387
H 1.4238 -0.9843 2.4437
H 1.4858 -2.4853 2.8007
O -1.4322 2.4937 -3.2443
H -0.9602 2.6237 -4.0293
H -0.7442 2.0607 -2.6973
O -1.2062 0.6617 2.6417
H -1.0032 -0.0453 1.9957
H -1.4212 0.1947 3.4227
O 0.3218 1.9717 -1.1663
H 0.2668 2.1267 -0.1693
H 0.3298 2.9037 -1.4553
O -2.8242 1.3967 0.4227
H -2.5632 1.3887 1.3597
H -3.6362 1.8567 0.4187
O 1.8748 -2.9103 0.6917
H 2.5698 -3.4123 1.1197
H 1.2328 -3.5963 0.5537
O -2.4362 -2.3593 -0.5363
H -1.7342 -1.7603 -0.3783
H -2.1952 -2.8033 -1.3053
```

Computed properties:
Multiplicity: 1
Orbital gap in eV: 10.1965
E_LUMO in eV: -0.09

***

In order of decreasing stability: (z), (x), (w), (y).

***

(w)
ORCA calculation (wB97M-V/def2-TZVPD) on a cluster of 15 separate species, H30O15 in total.

```
45
Properties=species:S:1:pos:R:3
H -0.5065 0.5115 -0.2005
H 0.3905 -0.2164 0.8233
H 0.1233 1.2565 2.1875
H 0.4752 0.9602 3.6024
H -0.6818 1.0045 -4.1080
H 0.8846 0.7935 -3.9709
H 1.1704 2.5209 -2.9636
H 0.8089 3.5491 -1.9087
H -2.9875 -2.0204 1.6384
H -1.7056 -1.4409 1.5676
H 0.7728 -2.7871 -1.6530
H 1.7526 -1.7994 -1.7077
H -1.4921 3.1095 1.9832
H -1.8342 3.0086 0.5988
H -0.0706 -4.6750 1.4626
H 1.5541 -4.6849 1.7684
H 2.4323 3.0248 1.7553
H 2.4402 3.4111 3.2267
H 4.2327 1.0551 2.4595
H 3.0464 0.4947 3.0908
H -2.3272 0.9410 2.3734
H -3.4530 1.9356 1.7958
H 3.8607 -1.9789 -1.3165
H 3.3784 -2.5363 0.0215
H -1.5951 -3.2540 -2.0748
H -1.3271 -2.0939 -1.2893
H -2.4901 -0.6118 -4.7461
H -1.0922 -0.9472 -4.1301
H -2.8512 0.6417 0.3975
H -3.6628 2.0506 0.1441
O -0.0938 0.5483 0.6691
O 0.1772 0.4590 2.8409
O 0.0809 0.4031 -4.3112
O 0.9410 2.6710 -2.0355
O -2.1514 -2.2976 1.2699
O 1.5760 -2.6561 -2.0610
O -1.4590 3.5846 1.1627
O 0.7980 -4.6838 1.0894
O 2.3577 2.5950 2.6205
O 3.9383 0.5890 3.2855
O -3.2450 1.0196 2.1464
O 3.1133 -2.0487 -0.7540
O -0.9317 -2.6158 -2.0203
O -1.5502 -0.3952 -4.8135
O -2.7977 1.6049 0.0836
```

Computed properties:
Multiplicity: 1
Orbital gap in eV: 8.4297
E_LUMO in eV: -0.23

***

(x)
ORCA calculation (wB97M-V/def2-TZVPD) on a cluster of 15 separate species, H30O15 in total.

```
45
Properties=species:S:1:pos:R:3
H 1.0025 1.4725 -0.4245
H 0.5846 0.0360 -0.2372
H 0.3495 -4.3950 -0.3712
H 1.5338 -5.4686 -0.4179
H 3.7035 -2.7655 -0.4003
H 4.6521 -3.7749 0.2425
H -3.1839 0.1552 -1.6609
H -3.3716 -0.4407 -3.0462
H 3.3185 1.3723 0.9828
H 3.8440 2.4160 -0.0540
H -0.3415 5.9662 0.3335
H 0.0049 4.5438 0.9369
H -0.6245 2.8646 -2.3573
H -1.0431 1.9440 -1.2176
H 0.0682 0.7317 2.8406
H -0.0321 0.8640 4.3576
H 3.0574 3.6782 -2.2565
H 2.1479 2.5022 -1.9332
H -5.2524 -0.7571 -0.2506
H -3.6158 -0.9203 -0.2924
H -1.9495 -0.8962 3.8751
H -2.2550 -1.4771 2.5543
H -3.8324 1.1941 1.6286
H -2.6099 0.2344 1.6949
H -1.9530 -2.8744 0.1552
H -2.8797 -3.6401 -0.7733
H 1.5337 -1.3264 -2.3133
H 1.3699 -0.9354 -3.7723
H 3.1823 -2.2192 1.8961
H 3.0259 -1.4062 0.6317
O 0.6127 0.7707 -0.9420
O 1.2780 -4.6323 -0.0563
O 3.7414 -3.6122 0.0550
O -2.6740 -0.0218 -2.4497
O 3.1083 2.0838 0.3642
O -0.2117 5.4073 1.1178
O -0.4131 2.6375 -1.4750
O 0.5365 1.1818 3.6540
O 2.6884 2.9047 -2.6291
O -4.4207 -0.5663 0.1838
O -1.6553 -0.9294 2.9786
O -3.3750 0.5947 1.1429
O -2.6814 -2.7271 -0.4632
O 0.8562 -1.1120 -2.9761
O 2.5555 -1.5643 1.4511
```

Computed properties:
Multiplicity: 1
Orbital gap in eV: 8.5535
E_LUMO in eV: -0.12

***

(y)
ORCA calculation (wB97M-V/def2-TZVPD) on a cluster of 15 separate species, H30O15 in total.

```
45
Properties=species:S:1:pos:R:3
O -2.9595 -3.2796 -1.3229
H -3.0178 -3.6433 -0.4490
H -2.0216 -3.1966 -1.4373
O 2.7700 2.7046 1.5926
H 3.4789 3.3428 1.6751
H 1.9268 3.3476 1.4566
O 0.4941 -1.4766 3.2809
H 0.1714 -0.6230 3.0053
H 1.4547 -1.3107 3.6606
O 0.3129 -2.5231 -1.4413
H 0.9050 -2.0480 -1.9972
H 0.5436 -2.0842 -0.5922
O -1.6499 0.0284 -0.7461
H -2.2510 -0.5953 -1.1310
H -1.9919 0.9372 -0.8338
O -1.1244 -1.0572 -3.6176
H -0.9941 -1.2456 -2.6198
H -1.2955 -1.8393 -4.1526
O 2.7878 0.9513 3.6782
H 1.9150 0.5769 3.5401
H 2.8359 1.8413 3.2666
O -1.0616 3.0124 2.2673
H -1.8099 3.5185 1.9676
H -1.0127 3.2002 3.2001
O -3.7688 -1.1042 -2.0087
H -4.0956 -1.9477 -1.7129
H -3.3825 -1.2636 -2.8812
O 1.0239 2.0421 -1.9075
H 1.7535 1.8030 -2.4757
H 1.3570 2.1546 -1.0060
O 2.6245 -2.2345 -0.2678
H 2.6277 -1.9010 -1.1797
H 3.5851 -2.2411 -0.2573
O -2.3678 0.6161 3.3622
H -2.7198 1.4033 3.7427
H -2.0566 0.6576 2.4650
O -3.7221 2.1024 -0.3664
H -4.6034 1.7477 -0.4841
H -3.1926 1.3852 -0.7555
O 4.8419 -0.0552 1.4347
H 4.2394 0.6627 1.8070
H 5.1844 0.4150 0.6416
O 1.7472 -0.8039 -3.3179
H 1.6141 -1.2209 -4.1874
H 0.9045 -0.7565 -2.8954
```

Computed properties:
Multiplicity: 1
Orbital gap in eV: 10.8678
E_LUMO in eV: -0.14

***

In order of decreasing stability: (y), (x), (w).